# 1
# C32H38I2N3O2ScSi

A structure of composition C32H38I2N3O2ScSi in a non-equilibrium geometry (wB97M-V/def2-TZVPD, OMol25).

Calculated values
- Molecular weight: 823.53 g/mol
- Kohn-Sham gap: 0.212 Eh
- Multiplicity: 1
- Calculated total energy: -87146.4674 eV
- Relative energy (zero: lowest compared OMol25 entry of this formula, charge and spin): 0.00 kcal/mol
- Max |F|: 3.23 eV Å⁻¹

Structure (XYZ):
```
79
Properties=species:S:1:pos:R:3:forces:R:3
Sc -0.434 -2.170 0.817 0.9 0.8 -0.1
C -4.706 -1.681 0.380 0.4 -0.8 -0.2
C -3.317 -1.586 1.011 -0.3 0.4 0.2
O -2.405 -2.494 0.782 -0.8 0.2 0.1
C -3.143 -0.485 1.834 -0.7 -0.5 -0.1
C -2.051 -0.312 2.743 2.0 -1.1 -0.2
C -2.183 0.686 3.841 0.8 0.3 -0.4
N -0.914 -1.029 2.592 -0.8 0.8 -0.3
N 0.166 -0.832 3.481 -0.4 0.5 0.5
C 1.257 -1.437 3.109 -1.3 -0.5 -0.9
O 1.290 -2.201 2.030 -0.6 0.2 -0.4
C 2.520 -1.261 3.860 -0.6 1.0 0.7
C 3.700 -1.548 3.191 0.1 -0.6 -0.5
C 4.905 -1.293 3.802 0.3 0.5 1.7
C 4.923 -0.725 5.101 0.6 -0.3 -1.2
C 3.761 -0.325 5.717 -0.6 0.1 0.4
C 2.543 -0.618 5.127 0.0 -0.1 -1.1
H -5.268 -0.894 0.870 -0.5 -0.1 -0.4
H -5.233 -2.662 0.553 0.7 0.9 -0.1
H -4.650 -1.496 -0.712 -0.1 -0.2 0.5
H -4.047 0.166 1.893 1.2 -0.4 0.4
H -1.246 0.755 4.369 0.2 -0.1 0.3
H -2.968 0.444 4.536 -0.5 0.0 0.1
H -2.340 1.658 3.377 -0.4 0.1 0.1
H 3.665 -2.003 2.188 -0.1 0.3 0.6
H 5.852 -1.512 3.342 0.1 -0.2 -0.3
H 5.872 -0.563 5.595 0.1 0.1 -0.1
H 3.775 0.259 6.643 0.1 -0.4 -0.2
H 1.628 -0.255 5.582 0.0 -0.3 -0.2
I -0.881 -5.180 2.758 -0.5 -0.3 -1.1
C -2.074 -5.700 0.961 0.5 0.8 0.6
I -1.174 -5.111 -0.886 0.2 -0.1 0.4
H -2.939 -5.047 1.064 0.0 -0.4 0.0
H -2.257 -6.770 0.924 0.0 0.2 0.2
C -0.220 -0.939 -1.145 -0.9 -0.3 0.7
Si 0.717 0.517 -1.855 -1.1 0.3 -0.2
C -0.461 1.741 -2.807 2.6 -1.1 -0.9
N -1.766 1.862 -2.357 -2.4 0.9 0.0
C -2.710 0.800 -2.667 0.5 -0.2 0.2
C -4.121 1.286 -2.973 0.3 0.2 -2.3
C -4.509 2.385 -2.018 -1.0 0.5 0.3
C -3.534 3.549 -2.062 -0.1 -0.4 0.4
C -2.186 3.016 -1.592 0.9 0.8 -0.7
C 1.920 -0.186 -3.091 1.3 0.3 0.4
C 1.555 -1.160 -4.002 -2.4 0.4 0.7
C 2.454 -1.711 -4.853 3.1 1.0 0.1
C 3.823 -1.285 -4.783 -0.4 -0.3 0.1
C 4.247 -0.379 -3.774 -0.6 -1.8 -1.9
C 3.295 0.154 -2.990 -2.2 0.9 1.4
C 1.762 1.497 -0.685 1.1 0.4 0.4
C 2.444 0.790 0.335 -0.9 -0.3 -0.5
C 3.222 1.469 1.234 0.5 0.9 0.1
C 3.380 2.844 1.134 -0.4 0.5 -0.8
C 2.898 3.552 0.006 0.1 -0.4 0.7
C 2.102 2.868 -0.910 -0.1 -1.1 0.8
H 0.186 -1.775 -1.714 0.2 -0.5 -0.2
H -1.305 -0.942 -1.446 1.0 0.2 0.3
H -0.512 1.244 -3.796 0.2 0.3 -0.1
H 0.061 2.715 -2.977 -0.5 -0.5 0.1
H -2.772 0.138 -1.795 -0.3 -0.2 0.1
H -2.279 0.177 -3.494 -0.4 0.6 0.6
H -4.812 0.434 -2.998 0.1 0.1 0.4
H -4.171 1.650 -4.070 0.2 -0.1 1.6
H -4.606 2.011 -0.993 0.3 -0.2 0.0
H -5.493 2.773 -2.243 -0.5 -0.1 -0.3
H -3.862 4.393 -1.445 0.0 -0.3 0.2
H -3.532 3.939 -3.081 0.5 -0.1 -0.1
H -2.211 2.781 -0.521 -0.2 0.2 0.2
H -1.434 3.837 -1.739 -0.3 -0.8 0.2
H 0.461 -1.440 -4.030 1.3 0.1 -0.1
H 2.161 -2.456 -5.531 -0.2 -0.8 -1.0
H 4.548 -1.677 -5.515 -0.4 0.1 0.5
H 5.249 -0.139 -3.529 1.0 0.1 -0.5
H 3.571 0.871 -2.218 0.1 -0.2 -0.2
H 2.337 -0.310 0.452 -0.1 0.8 -0.2
H 3.779 0.993 2.018 -0.1 -0.5 0.4
H 3.843 3.324 1.981 0.4 0.4 -0.2
H 3.119 4.616 -0.153 -0.1 -0.5 0.2
H 1.733 3.398 -1.778 -0.1 -0.1 0.0
```
Positions in Å, forces in eV/Å.


# 2
# C32H38N3P2PtSSi2

A structure of composition C32H38N3P2PtSSi2 in a non-equilibrium geometry (wB97M-V/def2-TZVPD, OMol25).

Calculated values
- Molecular weight: 809.94 g/mol
- Kohn-Sham gap (alpha / beta): 0.317 / 0.224 Eh
- Multiplicity: 5
- Total charge: +1
- Calculated total energy: -86680.5394 eV
- ⟨S²⟩: 6.0294
- Max |F|: 1.17 eV Å⁻¹

Structure (XYZ):
```
79
Properties=species:S:1:pos:R:3:forces:R:3
Pt -0.257 0.080 1.929 -1.1 0.1 -0.2
C -2.038 -4.419 0.181 0.0 0.3 0.2
Si -1.605 -3.163 1.522 -0.2 -0.3 0.4
C -3.103 -2.606 2.502 0.2 -0.2 -0.1
C -0.322 -3.949 2.656 -0.2 0.3 -0.2
N -0.973 -1.689 0.767 0.7 0.6 0.0
P 0.265 -1.605 -0.273 0.4 -0.5 -0.2
C 0.874 0.022 -0.147 -0.7 0.0 0.2
P 0.367 1.676 -0.285 0.5 0.4 -0.3
N -0.857 1.779 0.774 0.9 -0.7 0.2
Si -1.765 3.218 1.276 -0.4 0.2 0.2
C -1.722 3.173 3.159 -0.1 0.1 -0.4
C -3.488 3.080 0.548 0.2 0.0 0.3
C -0.936 4.768 0.592 -0.1 -0.3 0.0
C 1.884 2.538 0.197 -0.2 0.0 0.0
C 2.103 2.737 1.562 -0.1 0.1 -0.1
C 3.285 3.309 1.999 0.0 0.0 0.0
C 4.254 3.680 1.077 0.0 0.0 0.0
C 4.052 3.461 -0.278 0.0 0.0 -0.1
C 2.873 2.883 -0.722 0.0 -0.1 0.0
C -0.187 2.198 -1.916 0.1 -0.1 0.2
C 0.199 3.394 -2.515 0.0 0.0 0.0
C -0.364 3.762 -3.728 0.1 0.0 0.0
C -1.305 2.944 -4.337 0.0 0.0 0.0
C -1.702 1.759 -3.733 0.0 -0.1 0.0
C -1.149 1.389 -2.520 0.1 0.1 0.0
C -0.237 -1.995 -1.958 0.0 0.0 0.2
C -1.597 -2.072 -2.247 0.1 -0.1 0.1
C -2.010 -2.342 -3.542 0.0 0.0 0.0
C -1.066 -2.525 -4.543 0.0 0.0 0.0
C 0.290 -2.421 -4.260 0.1 0.0 0.0
C 0.710 -2.149 -2.968 -0.1 0.1 0.0
C 1.692 -2.627 0.156 -0.1 0.1 -0.1
C 1.962 -3.829 -0.493 -0.1 0.0 0.1
C 3.050 -4.593 -0.102 0.0 0.0 -0.1
C 3.862 -4.165 0.938 0.0 -0.1 0.0
C 3.585 -2.978 1.602 0.0 0.0 0.0
C 2.503 -2.206 1.213 0.0 -0.1 -0.1
H -2.269 -5.377 0.651 0.0 0.0 0.0
H -1.204 -4.576 -0.505 0.0 0.0 0.0
H -2.908 -4.120 -0.406 0.0 0.0 0.0
H -3.559 -3.469 2.993 0.0 0.0 0.0
H -3.860 -2.139 1.872 0.0 0.0 0.0
H -2.814 -1.899 3.283 0.0 0.0 0.0
H -0.810 -4.635 3.351 0.0 0.0 0.0
H 0.212 -3.200 3.245 0.0 0.0 0.0
H 0.414 -4.519 2.086 0.0 0.0 0.0
H -1.829 2.150 3.529 0.0 0.0 0.0
H -2.535 3.765 3.583 0.0 0.0 0.0
H -0.784 3.580 3.542 0.0 0.0 0.0
H -3.983 2.151 0.836 0.0 0.0 0.0
H -3.446 3.124 -0.542 0.0 0.0 0.0
H -4.107 3.912 0.893 0.0 0.0 0.0
H 0.152 4.716 0.662 0.0 0.1 0.0
H -1.259 5.658 1.136 -0.1 0.0 0.1
H -1.209 4.905 -0.455 0.0 0.0 0.0
H 1.337 2.453 2.273 0.0 0.0 0.1
H 3.456 3.464 3.056 0.0 0.0 0.0
H 5.175 4.138 1.413 0.0 0.0 0.0
H 4.814 3.737 -0.994 0.0 0.0 0.0
H 2.733 2.683 -1.776 0.0 0.0 0.0
H 0.921 4.039 -2.033 0.0 0.0 0.0
H -0.066 4.694 -4.189 0.0 0.0 0.0
H -1.735 3.240 -5.285 0.0 0.0 0.0
H -2.446 1.128 -4.202 0.0 0.0 0.0
H -1.462 0.479 -2.024 -0.1 0.0 -0.1
H -2.312 -1.920 -1.448 -0.1 0.0 0.0
H -3.066 -2.412 -3.768 0.0 0.0 0.0
H -1.387 -2.744 -5.552 0.0 0.0 0.0
H 1.021 -2.553 -5.046 0.0 0.0 0.0
H 1.765 -2.052 -2.739 0.0 0.0 -0.1
H 1.310 -4.172 -1.286 0.1 0.0 -0.1
H 3.261 -5.522 -0.614 0.0 0.0 0.0
H 4.711 -4.766 1.236 0.0 0.0 0.0
H 4.210 -2.656 2.424 0.0 0.0 0.0
H 2.274 -1.286 1.734 0.1 0.1 0.1
S -0.340 -0.057 6.383 0.0 0.0 0.0
C 0.066 -0.178 4.869 0.1 0.1 0.0
N 0.429 -0.283 3.731 0.0 -0.1 -0.3
```
Positions in Å, forces in eV/Å.


# 3
# C32H39BN4PtSb2

A structure of composition C32H39BN4PtSb2 in a non-equilibrium geometry (wB97M-V/def2-TZVPD, OMol25).

Calculated values
- Molecular weight: 929.10 g/mol
- Kohn-Sham gap (alpha / beta): 0.221 / 0.221 Eh
- Multiplicity: 1
- Calculated total energy: -56773.5359 eV
- Max |F|: 3.69 eV Å⁻¹

Structure (XYZ):
```
79
Properties=species:S:1:pos:R:3:forces:R:3
Pt -0.479 -0.861 0.386 -0.1 -1.1 -1.2
B -2.078 -2.961 3.137 0.0 0.2 0.0
N -1.157 -1.747 3.427 -0.1 -0.2 0.1
C -0.879 -1.362 4.676 0.2 0.3 0.1
C -0.042 -0.261 4.628 -0.2 0.0 0.1
C 0.136 -0.028 3.275 0.0 -0.2 0.3
N -0.539 -0.941 2.575 1.0 0.7 -1.1
N -2.291 -3.255 1.632 0.1 -0.3 0.0
C -2.891 -4.389 1.263 -0.1 -0.1 -0.4
C -3.088 -4.370 -0.105 0.0 0.0 0.1
C -2.551 -3.152 -0.501 -0.2 0.0 0.0
N -2.084 -2.491 0.561 0.4 1.3 -0.5
H -1.561 -3.927 3.615 0.0 -0.3 0.1
H -3.150 -2.729 3.616 -0.2 0.1 0.2
H -1.278 -1.891 5.518 -0.1 -0.1 0.1
H 0.376 0.293 5.442 0.1 0.1 0.2
H 0.730 0.725 2.792 0.0 0.0 -0.2
H -3.151 -5.129 1.992 0.0 -0.1 0.2
H -3.548 -5.116 -0.720 -0.1 -0.2 -0.1
H -2.499 -2.737 -1.494 0.1 0.1 0.1
C 0.019 -1.579 -4.128 -0.2 -0.2 0.5
Sb -0.563 -0.551 -2.304 0.6 0.8 0.1
C 0.839 1.054 -2.593 -0.3 -0.2 0.0
C -2.345 0.479 -3.110 0.1 -0.6 0.4
C -2.155 1.942 -3.188 0.1 0.4 -0.1
C -1.634 2.474 -4.367 -0.1 0.0 0.1
C -1.383 3.824 -4.507 0.0 0.0 -0.1
C -1.674 4.682 -3.460 0.0 0.1 0.0
C -2.221 4.174 -2.298 0.1 0.1 -0.1
C -2.462 2.812 -2.132 0.0 0.1 -0.1
C -3.047 2.358 -0.850 0.1 -0.1 0.4
Sb -1.582 1.725 0.660 -0.5 0.7 0.0
C -3.020 1.761 2.265 0.2 0.0 -0.2
C -0.802 3.702 1.118 -0.2 -0.3 -0.1
H 0.102 -0.861 -4.938 -0.1 0.2 0.0
H -0.712 -2.337 -4.388 -0.1 -0.1 0.0
H 0.978 -2.057 -3.966 0.1 -0.1 0.1
H 0.716 1.501 -3.573 -0.1 0.1 -0.1
H 1.846 0.665 -2.499 0.1 -0.1 0.1
H 0.684 1.804 -1.823 0.0 0.1 0.0
H -3.190 0.197 -2.487 0.0 -0.1 0.0
H -2.499 0.062 -4.102 0.0 -0.1 -0.1
H -1.434 1.798 -5.187 0.1 0.0 -0.1
H -0.976 4.203 -5.432 0.0 0.1 -0.1
H -1.491 5.741 -3.559 0.0 0.1 0.0
H -2.478 4.850 -1.495 0.0 0.1 0.1
H -3.713 1.509 -0.977 -0.1 -0.1 0.1
H -3.595 3.171 -0.381 -0.1 0.0 0.0
H -3.548 2.711 2.264 0.0 0.1 0.0
H -2.494 1.642 3.207 0.1 -0.1 0.1
H -3.731 0.948 2.156 -0.1 -0.1 0.0
H -1.623 4.367 1.360 -0.2 0.1 0.0
H -0.250 4.099 0.274 0.1 0.1 -0.2
H -0.144 3.625 1.976 0.1 0.0 0.1
C 5.595 1.360 3.126 0.1 0.1 0.0
C 5.380 0.090 2.616 0.1 -0.1 0.1
C 4.269 -0.178 1.839 -0.1 0.1 -0.1
C 3.361 0.840 1.541 0.6 0.2 -0.2
C 3.579 2.110 2.082 0.0 -0.1 -0.1
C 4.685 2.370 2.864 0.1 0.0 0.2
C 2.162 0.648 0.741 -0.1 -0.1 -0.2
C 1.665 -0.473 0.226 -3.1 1.6 1.2
C 2.056 -1.720 -0.282 1.1 -2.3 -0.8
C 1.419 -2.921 0.137 0.7 0.4 0.3
C 1.587 -4.086 -0.575 0.2 -0.3 -0.2
C 2.379 -4.115 -1.718 0.0 0.2 0.0
C 3.049 -2.964 -2.116 0.0 -0.6 -0.3
C 2.914 -1.793 -1.409 -0.4 0.4 0.9
H 6.470 1.565 3.723 0.1 0.0 0.1
H 6.085 -0.699 2.838 0.0 -0.1 0.0
H 4.095 -1.174 1.462 0.0 -0.1 -0.1
H 2.866 2.898 1.882 -0.1 0.1 -0.1
H 4.838 3.357 3.276 0.0 0.1 0.0
H 1.565 1.560 0.654 -0.3 -0.3 0.4
H 0.852 -2.918 1.065 0.1 -0.1 -0.3
H 1.106 -4.994 -0.245 -0.1 -0.1 0.1
H 2.489 -5.030 -2.283 0.0 0.0 0.0
H 3.678 -2.994 -2.996 0.1 0.0 0.0
H 3.465 -0.910 -1.698 -0.1 0.2 -0.1
```
Positions in Å, forces in eV/Å.


Which of these has the lowest calculated total energy? C32H38I2N3O2ScSi


The lowest calculated total energy belongs to which entry? C32H38I2N3O2ScSi


What is the calculated total energy in the third record? -56773.5359 eV


Which value of multiplicity does entry 3 give? 1